1.
Entry from the OMol25 dataset: C23H34N2O2 in the gas phase (ωB97M-V/def2-TZVPD).

Cartesian coordinates (Å):
1 C -6.0901 -0.9196 1.4011
2 C -5.5107 0.2579 1.2680
3 C -4.0337 0.4845 1.4263
4 N -3.4354 1.1794 0.3057
5 C -3.6890 2.6000 0.1841
6 C -4.8602 2.9516 -0.6892
7 C -5.4713 2.1288 -1.5190
8 C -2.5648 0.6139 -0.5681
9 O -1.9455 1.2766 -1.3821
10 C -2.3847 -0.8692 -0.4906
11 C -3.4416 -1.7397 -0.7150
12 C -3.2026 -3.1043 -0.7133
13 C -1.9311 -3.5909 -0.4984
14 C -0.8525 -2.7223 -0.2947
15 O 0.3348 -3.3523 -0.1016
16 C 1.5931 -2.6970 -0.0398
17 C 1.9540 -1.8937 -1.2901
18 C 3.3835 -1.3741 -1.1529
19 N 3.4988 -0.5514 0.0342
20 C 4.7159 0.2464 0.0896
21 C 4.4130 1.7592 0.0432
22 C 5.7351 2.5263 0.1049
23 C 3.6786 2.0995 -1.2534
24 C 3.5365 2.1450 1.2346
25 C 3.2488 -1.3369 1.2249
26 C 1.8092 -1.8469 1.2143
27 C -1.0961 -1.3540 -0.2957
28 H -7.1543 -1.0453 1.2961
29 H -5.5229 -1.8084 1.6262
30 H -6.0923 1.1396 1.0379
31 H -3.5230 -0.4701 1.5679
32 H -3.8708 1.0963 2.3260
33 H -2.7928 3.0523 -0.2604
34 H -3.8302 3.0252 1.1835
35 H -5.1655 3.9871 -0.6129
36 H -6.2919 2.4512 -2.1361
37 H -5.1718 1.0993 -1.6219
38 H -4.4349 -1.3578 -0.8941
39 H -4.0166 -3.7929 -0.8853
40 H -1.7339 -4.6515 -0.4942
41 H 2.2830 -3.5522 0.0195
42 H 1.8694 -2.5314 -2.1720
43 H 1.2825 -1.0468 -1.4177
44 H 4.0831 -2.2324 -1.1211
45 H 3.6282 -0.7663 -2.0251
46 H 5.3736 -0.0057 -0.7497
47 H 5.2715 0.0275 1.0085
48 H 6.2720 2.2963 1.0230
49 H 6.3714 2.2646 -0.7380
50 H 5.5520 3.5978 0.0750
51 H 4.2874 1.8458 -2.1187
52 H 3.4545 3.1630 -1.2940
53 H 2.7451 1.5473 -1.3082
54 H 2.6049 1.5876 1.2024
55 H 3.3067 3.2077 1.2074
56 H 4.0436 1.9283 2.1728
57 H 3.9407 -2.1988 1.2982
58 H 3.3995 -0.7040 2.1012
59 H 1.6151 -2.4487 2.1041
60 H 1.1367 -0.9913 1.2260
61 H -0.3119 -0.6299 -0.1538

E_tot = -31477.10038 eV
LUMO level = 0.75 eV
gap between HOMO and LUMO = 9.2 eV
SMILES = C=CCN(CC=C)C(=O)c1cccc(OC2CCN(CC(C)(C)C)CC2)c1
HOMO = -0.312 Ha
energy above the lowest of the compared OMol25 structures with the same formula, charge and spin = 77.4 kcal per mole

***

2.
Entry from the OMol25 dataset: C3H5NS2 in the gas phase (ωB97M-V/def2-TZVPD).

Cartesian coordinates (Å):
1 S -2.8143 0.2320 -0.1179
2 C -1.6123 -0.8484 -0.1492
3 C -0.3071 -0.5542 0.5074
4 N 0.3433 0.7656 0.2103
5 C 1.6689 0.8769 -0.0752
6 S 2.7418 -0.3535 -0.1303
7 H -1.6214 -1.7681 -0.7636
8 H -0.3677 -0.6223 1.5612
9 H 0.3543 -1.3361 0.1473
10 H -0.1819 1.6447 0.1202
11 H 2.0770 1.8218 -0.2649

E_tot = -26351.28597 eV
LUMO level = -0.93 eV
gap between HOMO and LUMO = 7.5 eV
SMILES = S=CCNC=S
HOMO = -0.311 Ha
energy above the lowest of the compared OMol25 structures with the same formula, charge and spin = 33.4 kcal per mole

***

3.
Entry from the OMol25 dataset: a molecular structure, C5H14N2O (ωB97M-V/def2-TZVPD).

Cartesian coordinates (Å):
1 C -0.0278 0.2752 0.7538
2 C 0.4070 -0.9143 -2.3602
3 C 0.3971 -0.7727 1.8018
4 C -1.1218 1.1241 1.4277
5 C 1.1742 1.1858 0.4712
6 N -0.8335 0.1687 -0.8693
7 N 0.1154 -0.8983 -0.7487
8 O -0.5978 -1.2325 -3.2568
9 H -1.2233 -0.4949 -3.2578
10 H -1.7800 -0.1890 -0.7127
11 H -0.3179 -1.7910 -0.5157
12 H 1.1383 -1.7204 -2.4280
13 H 0.8583 0.0642 -2.5261
14 H 1.5440 1.6550 1.3813
15 H 0.7213 -0.3082 2.7316
16 H -0.4253 -1.4568 2.0195
17 H 1.2667 -1.3401 1.4720
18 H -0.7527 1.6201 2.3241
19 H -1.4455 1.9332 0.7755
20 H -1.9810 0.5079 1.6959
21 H 0.8913 1.9744 -0.2225
22 H 1.9932 0.6097 0.0433

E_tot = -10434.68125 eV
LUMO level = 0.87 eV
gap between HOMO and LUMO = 8.6 eV
HOMO = -0.285 Ha
energy above the lowest of the compared OMol25 structures with the same formula, charge and spin = 146.4 kcal per mole

***

4.
Entry from the OMol25 dataset: a molecular structure, C41H50As4MnN3O2 (ωB97M-V/def2-TZVPD).

Cartesian coordinates (Å):
1 Mn 0.5851 0.8999 0.6744
2 O 2.1496 0.7487 4.3101
3 C 1.9195 0.8599 3.1267
4 O 0.7717 1.0996 2.5752
5 C 3.0221 0.7299 2.1042
6 C 4.3505 0.6244 2.4710
7 C 5.3078 0.5345 1.4759
8 C 4.8936 0.5349 0.1531
9 C 3.5428 0.6256 -0.1252
10 N 2.6124 0.7428 0.8275
11 H 4.5894 0.6141 3.5257
12 H 6.3578 0.4539 1.7247
13 H 5.6014 0.4456 -0.6591
14 H 3.1917 0.5968 -1.1459
15 C 0.6838 0.2799 -3.4061
16 As 0.5379 1.4105 -1.8288
17 C 1.8410 2.7366 -2.4230
18 C -1.0457 2.5046 -2.2217
19 C -2.4777 1.9590 -2.0436
20 C -3.3851 2.9748 -2.7615
21 C -2.9299 1.9462 -0.5710
22 As -1.8796 1.0019 0.7924
23 C -2.7901 -0.7022 0.8782
24 C -2.6500 1.7748 2.3999
25 C -2.5961 0.5773 -2.7120
26 As -4.3921 -0.0436 -3.2904
27 C -3.6856 -1.4079 -4.5047
28 C -4.8454 -1.2893 -1.8475
29 H -0.0264 -0.5398 -3.3787
30 H 1.6968 -0.1215 -3.4599
31 H 0.5036 0.8929 -4.2891
32 H 1.4460 3.2114 -3.3202
33 H 2.7815 2.2500 -2.6746
34 H 2.0241 3.4959 -1.6692
35 H -0.9245 2.8114 -3.2646
36 H -0.9153 3.4100 -1.6222
37 H -3.1381 3.9912 -2.4444
38 H -4.4394 2.8007 -2.5477
39 H -3.2572 2.9168 -3.8447
40 H -3.9393 1.5311 -0.5054
41 H -3.0086 2.9791 -0.2189
42 H -3.8605 -0.5406 0.9964
43 H -2.4113 -1.2500 1.7402
44 H -2.6047 -1.2810 -0.0203
45 H -3.7354 1.7353 2.3213
46 H -2.3312 2.8014 2.5608
47 H -2.3226 1.1812 3.2518
48 H -2.1099 -0.2096 -2.1221
49 H -2.0612 0.6284 -3.6651
50 H -3.2844 -0.9331 -5.3994
51 H -4.4996 -2.0683 -4.8017
52 H -2.9066 -1.9957 -4.0168
53 H -5.1298 -0.7535 -0.9434
54 H -4.0252 -1.9758 -1.6314
55 H -5.7100 -1.8644 -2.1791
56 N 1.4286 8.3778 1.7757
57 C 1.2948 7.2553 1.5764
58 C 1.1239 5.8480 1.3162
59 C -0.1438 5.2993 1.1950
60 C -0.2504 3.9459 0.9352
61 N 0.7945 3.1243 0.7935
62 C 2.0097 3.6756 0.9144
63 C 2.2246 5.0165 1.1739
64 H -1.0300 5.9083 1.3029
65 H -1.2292 3.5107 0.8387
66 H 2.8568 3.0191 0.7982
67 H 3.2313 5.3993 1.2646
68 C 5.0334 -3.4604 0.8537
69 C 4.4779 -2.9612 -0.3162
70 C 3.2053 -2.4122 -0.3000
71 C 2.4564 -2.3828 0.8754
72 C 3.0270 -2.8709 2.0470
73 C 4.3104 -3.4044 2.0343
74 As 0.6639 -1.6103 0.8793
75 C -0.0403 -2.3306 2.5352
76 C -0.5962 -1.4992 3.5017
77 C -1.0988 -2.0417 4.6795
78 C -1.0489 -3.4080 4.8973
79 C -0.4876 -4.2432 3.9380
80 C 0.0160 -3.7076 2.7647
81 C -0.2442 -2.7183 -0.4508
82 C 0.1221 -2.5915 -1.7876
83 C -0.4983 -3.3463 -2.7733
84 C -1.5100 -4.2325 -2.4332
85 C -1.8973 -4.3521 -1.1069
86 C -1.2694 -3.6009 -0.1216
87 H 6.0273 -3.8886 0.8438
88 H 5.0388 -2.9944 -1.2421
89 H 2.8033 -2.0112 -1.2201
90 H 2.4813 -2.8344 2.9796
91 H 4.7394 -3.7819 2.9536
92 H -0.6147 -0.4287 3.3602
93 H -1.5152 -1.3851 5.4324
94 H -1.4376 -3.8265 5.8166
95 H -0.4376 -5.3112 4.1066
96 H 0.4612 -4.3662 2.0282
97 H 0.9011 -1.9028 -2.0768
98 H -0.1915 -3.2423 -3.8072
99 H -1.9957 -4.8248 -3.1980
100 H -2.6900 -5.0363 -0.8317
101 H -1.5938 -3.7085 0.9040

2S+1 = 2
E_tot = -326563.50655 eV
LUMO level (spin up / spin down) = -3.05 / -3.11 eV
gap between HOMO and LUMO (spin up / spin down) = 7.8 / 7.8 eV
charge = +1
HOMO (spin up / spin down) = -0.400 / -0.399 Ha